# 1
{
  "formula": "C22H24F2N2O",
  "method": "ωB97M-V/def2-TZVPD",
  "elements": ["F", "F", "O", "N", "N", "C", "C", "C", "C", "C", "C", "C", "C", "C", "C", "C", "C", "C", "C", "C", "C", "C", "C", "C", "C", "C", "C", "H", "H", "H", "H", "H", "H", "H", "H", "H", "H", "H", "H", "H", "H", "H", "H", "H", "H", "H", "H", "H", "H", "H", "H"],
  "coordinates": [[2.55, 0.67, -2.08], [3.34, -0.01, 1.68], [-5.30, 3.15, -0.62], [-3.01, -2.94, -0.03], [-5.35, -1.39, -2.28], [2.29, -0.08, 5.65], [2.61, -1.27, 5.00], [-3.44, 0.44, -1.25], [-0.32, 1.57, -0.64], [2.96, -1.57, -1.50], [-2.60, -1.84, -0.36], [-2.10, -0.44, -1.02], [3.00, -0.03, 2.97], [1.83, -1.02, -3.56], [2.96, -1.24, 3.65], [-3.26, 1.57, -2.41], [-4.55, -0.60, -1.86], [2.25, -3.32, -2.99], [-4.43, 2.58, 0.09], [2.69, 1.15, 3.62], [1.18, 1.84, -0.05], [2.86, -2.93, -1.81], [2.45, -0.63, -2.38], [-1.00, 0.24, -0.06], [1.74, -2.37, -3.87], [-4.10, 1.01, 0.12], [2.33, 1.13, 4.96], [1.08, 1.92, 1.08], [-3.83, 3.24, 0.84], [-2.45, 2.34, -2.17], [-1.60, -0.67, -2.03], [-0.27, 1.45, -1.80], [-2.91, 1.00, -3.36], [-3.47, 0.78, 1.06], [1.59, 2.84, -0.45], [-5.11, 0.47, 0.29], [3.25, -3.67, -1.12], [-4.25, 2.08, -2.69], [2.59, -2.21, 5.53], [1.93, 1.03, -0.35], [-0.93, 2.51, -0.36], [2.01, -0.10, 6.70], [-1.36, 0.46, 1.01], [2.17, -4.38, -3.23], [3.44, -1.24, -0.58], [2.07, 2.05, 5.47], [2.73, 2.09, 3.07], [3.21, -2.16, 3.12], [1.26, -2.68, -4.80], [-0.15, -0.55, 0.05], [1.43, -0.26, -4.23]],
  "nbo_charge": [-0.324, -0.328, -0.514, -0.306, -0.311, -0.228, -0.189, -0.078, -0.412, -0.292, 0.260, -0.276, 0.397, -0.292, -0.285, -0.636, 0.259, -0.224, 0.427, -0.290, -0.623, -0.188, 0.390, -0.421, -0.191, -0.533, -0.192, 0.197, 0.130, 0.232, 0.269, 0.202, 0.226, 0.239, 0.217, 0.278, 0.221, 0.263, 0.221, 0.239, 0.201, 0.218, 0.219, 0.220, 0.239, 0.220, 0.230, 0.228, 0.222, 0.237, 0.228],
  "mol_weight_g_mol": 370.44,
  "total_energy_ha": -1237.04569,
  "smiles": "CCC[C@@H](C#N)[C@@](C)(C#N)CC=O.Fc1ccccc1.Fc1ccccc1",
  "homo_energy_ev": -9.6,
  "gap_ev": 9.7825,
  "total_charge": 0
}

# 2
{
  "formula": "C22H24F3N3O3",
  "method": "ωB97M-V/def2-TZVPD",
  "elements": ["F", "F", "F", "O", "O", "O", "N", "N", "N", "C", "C", "C", "C", "C", "C", "C", "C", "C", "C", "C", "C", "C", "C", "C", "C", "C", "C", "C", "C", "C", "C", "H", "H", "H", "H", "H", "H", "H", "H", "H", "H", "H", "H", "H", "H", "H", "H", "H", "H", "H", "H", "H", "H", "H", "H"],
  "coordinates": [[9.24, -1.70, -1.84], [9.42, -0.34, -0.19], [8.23, -2.11, 0.00], [1.48, 3.07, 0.05], [7.52, -0.49, -1.37], [-4.03, -2.13, 0.39], [-3.46, 1.30, 0.27], [-4.16, 0.16, 0.27], [2.35, 1.62, 1.54], [-1.05, 1.75, 0.47], [-0.79, -1.07, 0.65], [-5.46, 0.88, -2.35], [5.55, 0.79, -1.21], [-3.39, -0.94, 0.40], [-3.32, -3.27, 0.84], [8.55, -1.13, -0.86], [6.61, 0.19, -0.54], [1.38, 2.04, 0.69], [0.30, -0.25, 0.72], [4.70, 1.58, 0.89], [-5.80, 0.50, -3.79], [4.60, 1.48, -0.49], [-2.19, 0.94, 0.41], [-2.07, -0.50, 0.51], [-3.02, -3.22, 2.34], [-5.58, 0.18, 0.08], [5.76, 0.97, 1.54], [0.18, 1.16, 0.64], [6.73, 0.27, 0.83], [3.62, 2.31, 1.66], [-5.96, -0.17, -1.36], [2.25, 0.75, 2.03], [7.54, -0.18, 1.37], [-5.34, -0.45, -4.05], [-5.92, 1.84, -2.11], [-1.14, 2.82, 0.38], [-2.38, -2.38, 2.58], [-5.45, 1.26, -4.48], [3.46, 3.30, 1.22], [-5.53, -1.14, -1.61], [-3.95, -3.13, 2.90], [1.28, -0.69, 0.79], [5.50, 0.70, -2.28], [-2.39, -3.39, 0.27], [-6.02, -0.55, 0.77], [3.89, 2.41, 2.71], [-5.92, 1.19, 0.33], [-3.98, -4.11, 0.61], [3.78, 1.96, -1.00], [-6.88, 0.40, -3.91], [-7.04, -0.25, -1.42], [-2.53, -4.14, 2.64], [-0.66, -2.14, 0.70], [5.85, 1.04, 2.62], [-4.38, 1.00, -2.25]],
  "nbo_charge": [-0.307, -0.330, -0.332, -0.627, -0.507, -0.491, -0.285, -0.143, -0.608, -0.140, -0.201, -0.400, -0.266, 0.451, -0.056, 1.168, 0.351, 0.669, -0.232, -0.050, -0.599, -0.178, 0.095, -0.171, -0.644, -0.214, -0.184, -0.150, -0.298, -0.248, -0.398, 0.398, 0.237, 0.200, 0.198, 0.241, 0.220, 0.212, 0.249, 0.207, 0.216, 0.209, 0.231, 0.173, 0.216, 0.202, 0.228, 0.197, 0.235, 0.198, 0.206, 0.220, 0.209, 0.213, 0.210],
  "mol_weight_g_mol": 435.45,
  "total_energy_ha": -1542.35134,
  "smiles": "CCCCn1nc2cc(C(=O)NCc3ccc(OC(F)(F)F)cc3)ccc2c1OCC",
  "homo_energy_ev": -7.8,
  "gap_ev": 8.2850,
  "total_charge": 0,
  "e_above_lowest_kj_mol": 115.8
}

# 3
{
  "formula": "C22H24F3N4NiOS2",
  "method": "ωB97M-V/def2-TZVPD",
  "elements": ["Ni", "S", "S", "F", "F", "F", "O", "N", "N", "N", "N", "C", "C", "C", "C", "C", "C", "C", "C", "C", "C", "C", "C", "C", "C", "C", "C", "C", "C", "C", "C", "C", "C", "H", "H", "H", "H", "H", "H", "H", "H", "H", "H", "H", "H", "H", "H", "H", "H", "H", "H", "H", "H", "H", "H", "H", "H"],
  "coordinates": [[0.17, 0.15, 0.37], [-0.27, -0.44, -1.81], [-1.68, -1.12, 1.58], [-1.83, 2.37, -5.06], [-0.32, 0.86, -4.76], [-2.34, 0.52, -4.08], [-0.16, -1.04, 1.93], [-0.27, 1.84, -0.63], [9.71, -4.03, -1.67], [4.24, -0.59, 0.43], [2.17, 0.15, 0.52], [-1.20, 3.42, -2.66], [-2.38, -2.22, 2.82], [-0.89, 3.99, -1.43], [4.18, 0.31, 1.48], [-3.97, 2.33, 1.46], [3.00, -0.65, -0.11], [7.74, -1.74, 0.11], [-3.49, 0.92, 1.12], [6.63, -1.04, 0.53], [-2.43, 0.44, 2.12], [-3.87, -2.46, 2.62], [-1.04, 2.06, -2.87], [-1.38, 1.45, -4.20], [6.37, -3.00, -1.41], [-0.43, 3.16, -0.44], [-0.56, 1.27, -1.82], [-4.23, -3.10, 1.28], [5.26, -2.30, -0.98], [5.39, -1.32, -0.01], [7.62, -2.72, -0.86], [8.78, -3.45, -1.31], [2.90, 0.75, 1.53], [6.75, -0.27, 1.28], [4.29, -2.55, -1.41], [8.71, -1.52, 0.53], [2.73, -1.23, -0.97], [-4.47, 2.35, 2.43], [-4.33, 0.23, 1.13], [5.02, 0.56, 2.10], [-1.58, 4.04, -3.47], [6.27, -3.77, -2.16], [-2.84, 0.31, 3.13], [-1.60, 1.15, 2.19], [-3.07, 0.89, 0.11], [-4.19, -3.11, 3.43], [-3.76, -4.07, 1.18], [-4.42, -1.52, 2.76], [-3.13, 3.03, 1.49], [-3.92, -2.48, 0.43], [2.46, 1.46, 2.21], [-4.67, 2.68, 0.71], [-1.01, 5.05, -1.25], [-1.79, -3.13, 2.71], [-5.31, -3.24, 1.20], [-0.17, 3.54, 0.54], [-2.15, -1.75, 3.78]],
  "nbo_charge": [1.299, -0.279, 1.179, -0.315, -0.308, -0.310, -1.000, -0.621, -0.256, -0.347, -0.587, -0.080, -0.565, -0.283, -0.067, -0.605, 0.229, -0.136, -0.416, -0.239, -0.589, -0.417, -0.220, 0.982, -0.123, 0.069, 0.108, -0.619, -0.253, 0.238, -0.161, 0.255, -0.064, 0.225, 0.225, 0.243, 0.233, 0.216, 0.217, 0.240, 0.251, 0.242, 0.242, 0.234, 0.216, 0.239, 0.219, 0.206, 0.203, 0.208, 0.225, 0.233, 0.244, 0.252, 0.234, 0.210, 0.243],
  "mol_weight_g_mol": 540.28,
  "total_energy_ha": -3751.10462,
  "spin_multiplicity": 3,
  "homo_energy_ev": [-11.3, -11.2],
  "gap_ev": [8.7087, 7.4678],
  "total_charge": 1,
  "e_above_lowest_kj_mol": 57.6
}

# 4
{
  "formula": "C22H24FN5O",
  "method": "ωB97M-V/def2-TZVPD",
  "elements": ["F", "O", "N", "N", "N", "N", "N", "C", "C", "C", "C", "C", "C", "C", "C", "C", "C", "C", "C", "C", "C", "C", "C", "C", "C", "C", "C", "C", "C", "H", "H", "H", "H", "H", "H", "H", "H", "H", "H", "H", "H", "H", "H", "H", "H", "H", "H", "H", "H", "H", "H", "H", "H"],
  "coordinates": [[-0.95, -5.18, 2.15], [0.04, 3.75, -1.94], [-1.43, 0.46, 2.08], [1.10, 2.64, -0.29], [-1.02, -1.27, -0.58], [-1.86, -0.36, -1.10], [-2.43, 2.86, 1.14], [0.31, 3.63, -0.76], [-0.40, 4.06, 1.69], [-0.19, 4.62, 0.28], [-2.62, -4.98, 0.51], [-1.20, 2.79, 1.66], [-1.15, 0.72, -1.35], [1.49, -1.47, -0.12], [2.69, -0.77, -0.80], [0.19, 0.51, -0.99], [-2.66, -3.00, -0.85], [-0.72, 1.57, 2.14], [0.24, -0.77, -0.50], [2.66, -1.03, -2.31], [-2.64, 0.54, 1.55], [-3.14, 1.75, 1.09], [3.99, -1.33, -0.22], [-0.95, -3.24, 0.84], [1.37, 1.43, -1.07], [2.62, 0.73, -0.50], [-1.53, -2.51, -0.20], [-3.19, -4.22, -0.50], [-1.51, -4.47, 1.16], [3.45, -0.48, -2.80], [4.06, -1.13, 0.85], [-0.95, 4.80, 2.27], [-4.13, 1.83, 0.67], [1.64, -1.44, 0.97], [4.85, -0.88, -0.71], [-0.12, -2.87, 1.40], [4.04, -2.41, -0.37], [-1.13, 5.01, -0.10], [-3.01, -5.94, 0.79], [1.71, -0.73, -2.74], [1.52, 1.75, -2.10], [-1.60, 1.59, -1.77], [0.55, 3.88, 2.20], [-3.10, -2.40, -1.63], [2.80, -2.09, -2.51], [-4.07, -4.59, -1.01], [3.51, 1.22, -0.89], [-3.21, -0.38, 1.50], [2.62, 0.86, 0.58], [0.52, 5.46, 0.32], [1.22, 2.54, 0.70], [0.26, 1.48, 2.59], [1.45, -2.52, -0.42]],
  "nbo_charge": [-0.324, -0.623, -0.391, -0.616, -0.207, -0.275, -0.401, 0.689, -0.440, -0.493, -0.299, 0.163, -0.043, -0.446, -0.026, -0.097, -0.259, -0.014, 0.165, -0.619, 0.003, 0.014, -0.598, -0.324, -0.088, -0.386, 0.247, -0.176, 0.414, 0.212, 0.206, 0.242, 0.202, 0.220, 0.212, 0.237, 0.211, 0.250, 0.231, 0.220, 0.237, 0.232, 0.201, 0.246, 0.211, 0.221, 0.221, 0.208, 0.193, 0.235, 0.388, 0.187, 0.230],
  "mol_weight_g_mol": 393.47,
  "total_energy_ha": -1301.66150,
  "smiles": "CC1(C)Cc2c(cnn2-c2cccc(F)c2)[C@@H](NC(=O)CCc2cnccn2)C1",
  "homo_energy_ev": -8.6,
  "gap_ev": 9.1729,
  "total_charge": 0,
  "e_above_lowest_kj_mol": 0.0
}